Here is a cluster of 11 separate species, C44H71N9O4S2 in total in a non-equilibrium geometry from the Open Molecules 2025 dataset. Energies are from ωB97M-V/def2-TZVPD.

Summary:
E_LUMO ... 0.3 eV
Gap between HOMO and LUMO ... 7.757 eV
SMILES ... O=S1(=O)CCCC1.O=S1(=O)CCCC1.c1cc[nH]c1.c1cc[nH]c1.c1cc[nH]c1.c1cc[nH]c1.CCCC#N.CCCC#N.CCCC#N.CCCC#N.CCCC#N

```
! RIJCOSX wB97M-V def2-TZVPD def2/J DEFGRID3
* xyz 0 1
H 1.9564 -19.2591 -1.9786
C 1.6546 -18.6106 -6.8790
C -2.9078 -16.2184 -5.4731
C 4.4388 -19.4122 0.0550
N -4.9912 -18.2300 -3.2873
C -3.5639 -16.1265 -4.0729
H 1.8453 -13.6472 -4.6788
H -8.0032 -22.8855 -5.9670
N 3.1337 -19.6514 -0.2205
H 0.5058 -23.6374 1.3508
H -3.1662 -19.9200 -1.7241
H 2.3178 -15.2666 -4.7664
C -1.2869 -21.9599 -6.2241
H 1.9488 -23.5187 -3.1265
H -4.8968 -19.7592 3.8108
C 0.4009 -22.5780 3.3102
H -1.1861 -17.9645 1.6213
H 0.7551 -20.4764 -3.1952
H -0.2117 -18.6671 0.3389
C 2.9374 -18.1100 -7.5820
H 0.3179 -16.0598 -3.4902
H 4.2576 -23.5557 0.3562
C -6.3700 -23.1447 -4.4807
C 0.5908 -14.8774 -5.9098
H -2.0540 -20.8594 1.5867
H 2.3824 -15.4657 -2.1296
H 1.4182 -22.7549 3.6594
H -2.5864 -18.4101 -5.5583
H 1.0674 -19.2141 -7.5713
C 0.5977 -15.0070 -3.4532
C -2.0164 -21.6914 -2.1056
H -2.6969 -22.5204 -1.9788
C -0.9954 -19.7106 -2.3511
H 2.0244 -13.8482 -2.1452
H -1.4848 -17.5763 -6.5430
C 4.0900 -18.4997 -1.9358
C -4.7648 -19.6973 2.7406
H -4.2126 -18.6111 -0.1705
H 6.1168 -18.4492 -1.0780
H -0.3385 -22.7789 -3.1224
H 1.4577 -17.0261 0.4937
C -5.0040 -20.5286 0.6957
C -1.4354 -22.9012 1.6560
H 3.4678 -22.6902 -2.6868
H -3.0588 -22.1110 -4.9164
H -3.1093 -22.0278 -9.2293
O -3.3842 -24.6640 -7.4665
S -3.5216 -23.2479 -7.1439
H 4.2987 -21.9852 -0.4526
H 3.4977 -18.9965 -7.8789
N -1.8946 -16.3310 -0.9192
C 2.9055 -19.1023 -1.4876
H -0.8135 -21.1539 -5.6634
H 4.1954 -18.0337 -2.9044
C -0.5045 -17.7262 0.8047
S 0.1182 -20.8090 2.6597
C 1.4207 -14.6507 -4.7044
H -2.3360 -20.4345 -7.2211
H -6.2097 -20.1540 -3.3274
C -5.8836 -22.2336 -3.5742
N -5.2154 -20.7879 2.0044
N -0.1516 -20.6513 -2.7860
H 1.9235 -22.0328 -1.0441
H -0.7651 -21.2123 0.4070
H 3.2771 -22.2670 0.8817
C -0.7842 -21.9002 -2.6801
C -2.2176 -20.3236 -2.0462
H -0.9377 -20.9129 -8.0889
H -5.4646 -21.1742 -0.0375
H -0.2993 -22.6748 4.1399
H -3.5535 -17.9606 2.3262
H 3.4336 -16.5240 -6.0324
O 1.3332 -20.4098 1.9333
H 0.9873 -17.8100 -6.5598
C 0.7843 -17.1062 1.3471
H -5.7659 -21.5493 2.3751
C -0.1701 -23.5389 2.2002
O -0.4218 -20.0344 3.7396
C -7.4246 -22.5154 -5.1335
H -0.5035 -22.6779 -6.4666
H -5.0705 -22.3194 -2.8686
C -1.2762 -16.9432 -0.1871
H 1.4738 -15.1942 2.1521
H -6.0089 -24.1559 -4.5968
C 3.5012 -24.7334 -2.5630
C 1.9556 -19.4092 -5.6597
C -1.9701 -17.5112 -5.5691
H 2.4700 -20.1203 0.3793
N -6.5780 -21.0296 -3.6705
H 4.4689 -17.7718 -6.1199
H -0.6144 -18.7086 -2.4823
O -4.8540 -22.6539 -6.9548
N 2.2099 -20.1194 -4.7373
H 4.9231 -19.7702 0.9515
C 2.4333 -22.9894 -0.9293
H 1.6607 -23.6378 -0.5161
H -2.2853 -23.0606 2.3196
C -1.7503 -21.3153 -7.4841
C -2.5119 -22.7197 -5.6365
H 0.8208 -14.8340 -1.3636
H -3.6327 -16.2019 -6.2870
N -0.0687 -15.0473 -6.8213
C 3.8637 -17.1699 -6.7979
C -7.5270 -21.2018 -4.6664
H -1.2159 -17.5467 -4.7830
H -0.2823 -14.3688 -3.3732
H -1.7192 -23.4066 0.7329
N 4.0599 -25.7571 -2.6222
H -8.1245 -20.3812 -5.0352
C -1.1154 -21.3892 1.4239
C -4.3202 -17.3082 -3.6238
H -0.2026 -15.1812 1.4265
H -0.4168 -24.5352 2.5671
H 1.1687 -17.8379 2.0577
C 5.0660 -18.6754 -0.9728
C -2.4864 -22.2967 -8.3762
H -1.7333 -22.9560 -8.8080
C -4.4035 -19.2812 0.6547
C 2.7578 -23.4651 -2.3980
H 0.0800 -15.8669 3.0057
C 1.5148 -14.8100 -2.2038
C -4.0889 -18.8153 1.9398
H 4.5545 -16.6887 -7.4902
H -2.2587 -15.3602 -5.6469
H -2.3472 -23.6544 -5.1005
H 2.4854 -17.5898 -8.4266
H -2.7917 -15.9156 -3.3330
H -4.2243 -15.2679 -3.9511
C 0.5301 -15.7243 2.0233
C 3.6406 -22.7437 -0.0286
*
```

Löwdin population analysis, charges in e, atoms 1 to 4:
1. H 0.06
2. C -0.18
3. C -0.21
4. C -0.15

=====

Here is a cluster of 17 separate species, C44H73IN18O9P3 in total in a non-equilibrium geometry from the Open Molecules 2025 dataset. Energies are from ωB97M-V/def2-TZVPD.

Summary:
E_LUMO ... -3.2 eV
Gap between HOMO and LUMO ... 7.706 eV

```
! RIJCOSX wB97M-V def2-TZVPD def2/J DEFGRID3
* xyz 1 1
O -6.7038 0.2779 -4.4433
H 7.0415 -1.4093 -6.2809
H 1.9526 -2.5440 -2.3581
H 6.5738 8.0046 4.0942
C -1.2790 5.8828 -3.4769
H 1.9270 -2.4421 -4.1033
H -5.4110 1.6732 -2.1188
H -2.4194 -1.7869 0.9948
C -2.7716 -0.4950 -0.7398
N 4.3449 1.3094 -1.4374
H -2.1885 2.3777 -3.9844
N -8.3858 -6.1363 6.2196
H -4.9834 -6.5544 12.0764
N -2.4801 -5.0690 6.8336
H -5.6113 -6.9190 7.5237
H -1.7807 -1.8891 -2.9676
O -3.4014 0.0273 -6.3545
C 7.5685 7.7860 4.4778
C 0.0912 0.6372 3.3005
H -5.5155 -5.6359 10.6648
C 4.4662 2.7676 2.7558
H -0.5305 -6.5456 3.3982
H -2.7573 0.4723 -0.2207
H 4.8725 -1.3438 -2.1542
H -0.0756 -2.6572 1.7810
H 2.0050 2.9916 -2.7316
P -3.9595 -3.0093 -0.3905
C -2.1610 -3.9765 6.6863
C 6.3098 -0.8858 -5.6684
O -0.2611 -1.0978 -4.4272
O -5.9457 -2.0321 -3.5301
H -2.3016 5.8154 -3.8452
H 6.2990 -1.2687 -1.1227
C 0.6580 -1.2803 0.2933
C 5.3049 -1.7017 -1.2262
H -4.4815 -0.0079 4.9204
C -3.0692 1.8408 -3.6314
N -3.6937 -2.4705 3.1235
N -2.8421 4.1336 -9.7046
H -0.9795 -2.7900 0.2810
C -7.2586 -6.2945 6.3652
H 8.7520 2.5174 3.2876
C -0.2368 -0.1817 -0.3051
P -6.5573 -0.5793 -3.2616
C -4.3886 -7.3536 10.2285
H -3.9790 -1.0556 0.9328
C 9.3786 2.9204 1.3180
C -0.7352 4.5554 -3.2408
H -4.6333 1.6476 -8.9183
H -2.5695 -1.9212 6.5772
H 5.6711 -0.2963 -6.3237
C -5.8288 -6.4950 6.5442
C -0.7940 -5.5937 3.8555
H 10.5991 12.5123 3.0624
C -3.6169 -0.2194 -1.9950
H -4.3105 2.5502 -7.4333
H 5.2958 1.3476 1.4485
H -1.3993 -5.7927 4.7379
H -5.3909 -2.0269 -4.3188
H 0.8082 -0.5672 -2.7397
H -3.6962 2.5738 -3.1155
H -4.3487 -4.4551 1.1617
O -3.8345 1.3174 -4.6957
H -8.1690 -1.8601 -2.5717
C 1.2267 1.4402 3.7258
N 9.4042 2.6459 0.2033
C 10.7371 11.4431 3.2116
H 1.5185 -1.4488 -0.3509
O -3.6144 -4.2129 0.5909
C 5.5172 -1.8387 -4.9050
C -1.7285 -2.6038 6.4697
H -3.7044 -1.0967 -2.6502
C -1.3152 -0.6085 -1.3129
C 5.3302 2.4192 1.6398
H 1.0381 2.5008 3.5790
C -3.2156 -1.5194 0.3033
N 3.7906 -1.0829 0.7936
C 0.3654 -4.7976 4.2164
C -0.9598 -1.7669 -2.2599
H 11.5570 11.1079 2.5792
C 1.2878 -2.5715 -3.2235
H 10.3063 3.3344 3.1592
C 9.3076 3.2693 2.7296
C 9.5160 10.7251 2.8791
H -5.5861 3.0769 -8.5268
H 1.4445 1.2751 4.7790
H 11.0081 11.2706 4.2516
H -0.7181 1.0764 -2.7253
H 5.0042 2.9288 0.7362
N 7.9924 5.2195 4.5400
N 1.2297 -4.1005 4.5085
H 2.7172 2.0442 -4.0367
N -0.7319 -0.0900 2.9637
N 4.9114 -2.6053 -4.3024
N -1.4812 0.5356 -2.3252
C -5.0698 -0.8880 4.6647
C 7.8004 6.3515 4.5126
N -2.9423 0.9021 -5.7671
H 8.2889 8.2897 3.8318
I 1.1622 -4.3198 0.1726
H -5.2909 -5.5523 6.4586
C 2.9464 2.6591 -3.1669
H -3.4702 -0.6623 -9.0257
H 1.0767 -0.8843 1.2172
H 8.8146 4.2253 2.8865
H 2.1101 1.1696 3.1544
C -3.6219 3.4763 -9.1802
H -0.6916 0.4179 0.4865
H 0.4313 -1.2106 -5.0797
C 4.4692 -1.3310 -0.0979
N -4.0709 -0.6392 -12.1195
N 8.5512 10.1615 2.6170
N 3.7581 3.0464 3.6153
H -5.9785 -0.5659 4.1591
H -5.9632 -2.7794 -1.0931
H 6.3622 2.7046 1.8388
C 0.2710 -1.4418 -3.1361
C -2.6970 0.7542 -2.6744
C 0.0015 -2.6037 0.6968
C 3.7278 1.9079 -2.1978
C -4.3001 -1.7755 3.8065
C -4.5887 2.6434 -8.4809
H -0.6794 6.4078 -4.2185
H -5.3528 -1.3976 5.5842
H 6.8403 -0.2105 -4.9987
H -1.2775 6.4604 -2.5542
H -5.4319 -7.1756 5.7933
N -0.2859 3.5150 -3.0559
O -5.5500 -2.8617 -0.2279
H -3.8244 -5.5685 11.1773
H 7.6470 8.2050 5.4801
H 3.4934 3.5352 -3.5122
H -0.9637 -2.3319 7.1949
H -0.8467 -2.7294 -1.7677
H -3.9795 -2.3000 -9.4324
H 5.4007 -2.7842 -1.2914
H -1.4078 -5.0438 3.1405
N -4.1486 -8.2505 9.5548
C -4.1249 -0.9118 -11.0071
C -4.1952 -1.2449 -9.5923
H -1.3109 -2.4904 5.4695
C -4.6945 -6.2158 11.0832
H 0.4372 0.5052 -0.8312
O -7.9122 -0.9336 -2.5083
O -3.5051 -3.2625 -1.7708
H -5.1894 -1.0372 -9.1977
H 0.8103 -3.5491 -3.2901
P -5.3729 0.3467 -1.6687
*
```

Löwdin population analysis, charges in e, atoms 1 to 4:
1. O -0.31
2. H 0.09
3. H 0.04
4. H 0.09

=====

Here is a cluster of 7 separate species, C44H76BrClNO22PS in total in a non-equilibrium geometry from the Open Molecules 2025 dataset. Energies are from ωB97M-V/def2-TZVPD.

Summary:
E_LUMO ... -0.3 eV
Gap between HOMO and LUMO ... 8.526 eV
SMILES ... CCCCCCCCCCC[C@H]1OS(=O)(=O)[C@@H](CCCCCN)C[C@]1(Cl)P(O)Br.C[C@@H]1COC(=O)O1.C[C@@H]1COC(=O)O1.C[C@@H]1COC(=O)O1.C[C@@H]1COC(=O)O1.C[C@@H]1COC(=O)O1.C[C@@H]1COC(=O)O1

```
! RIJCOSX wB97M-V def2-TZVPD def2/J DEFGRID3
* xyz 0 1
H 5.2563 -1.4604 1.3495
H 3.7241 -3.3311 2.0357
O 0.4343 -8.9356 -1.3099
C 1.7884 -9.3954 -1.3662
O 0.9776 -9.1157 -3.4740
H -3.4684 8.6893 -0.0641
H -1.7110 4.1442 -1.3302
C 5.1535 3.3116 0.2792
H 6.8855 -0.0352 -2.0040
O 6.4984 3.7058 -7.2793
H 3.7957 6.0688 -6.2473
C -2.3367 2.0954 -1.4846
C 2.5756 -1.5397 2.5770
H -2.7664 2.2460 -2.4950
H -3.9321 -1.1123 0.9458
C -4.5510 -5.7883 3.3443
H -2.3366 0.5920 3.0280
C -0.9000 3.1085 0.4050
H 0.7786 4.8560 -0.5687
H -6.8842 4.1494 4.9674
H -2.9004 7.0477 -0.4535
C 2.6200 -8.8130 -0.2462
H -3.0190 6.9256 -2.9192
H -0.9193 -0.3210 1.2236
H -2.0226 -4.7527 3.1349
O -3.0645 2.3648 2.4275
C -2.7262 -6.2461 4.5600
O 1.9606 3.2139 3.4187
O -5.6937 -5.6663 3.0472
H -6.6916 3.2308 6.4723
H -0.9288 0.4797 -0.7334
C -2.1910 -5.7248 -0.9312
H -1.6235 -3.8112 -1.8021
O -6.2949 5.5403 0.2637
C 3.7548 3.6486 0.9494
C 2.1943 -8.9460 -2.7409
H 2.7653 3.2347 -6.8657
C 5.2481 1.1440 -1.1678
H -4.3941 7.5671 -3.7975
H 1.8555 2.2568 3.5166
H -1.5469 0.2880 -2.3867
H 2.6875 -7.7266 -0.3276
H -1.5245 -6.4199 2.7591
C -3.7783 7.6985 -0.3936
H -0.8802 -6.0997 5.6621
H 3.8695 -0.7073 0.3917
H -3.6580 2.7873 6.1514
H 1.7724 -10.4879 -1.2908
C 2.8188 4.8969 -4.7355
H -3.1160 2.2428 -0.6936
H 4.1772 0.9871 -1.4172
H 2.8055 -1.8786 3.6103
H -6.0944 1.8009 4.5504
O -4.7810 3.1192 3.6898
O -4.7033 7.1172 0.5282
H -3.0198 -3.7332 -0.6993
C -1.8352 0.6172 -1.3587
C 1.4292 3.9876 -0.2817
H -1.3599 2.1836 0.8183
H 1.8599 5.3990 -4.8609
H -3.4656 0.6457 1.0132
H 3.3544 4.7139 -0.8947
C -0.3724 -5.1323 0.2359
O 0.2268 1.9292 -3.1839
H -2.5989 -1.4143 -1.1700
C -2.0703 -4.2299 -0.8952
O 0.1463 4.3295 -3.1333
H 6.5347 -0.4230 -0.2737
O 4.3543 4.0172 -7.9090
C -4.2230 2.0312 5.5990
O -1.1598 -4.0229 0.1775
H 2.1615 -9.0295 0.7198
H 5.2148 3.6315 -0.7820
H 5.7260 -1.9430 -2.5847
C -3.7568 7.7305 -2.9272
O -4.0760 -5.7683 4.6188
S 0.2119 3.0936 -2.2748
C 5.1833 -1.4085 -1.7688
C -1.8640 -0.8003 1.5703
O 1.6372 3.1409 -1.4559
H -2.3412 -5.8794 6.6436
C -3.1216 -0.3725 0.7179
H 2.4069 4.7458 -7.7351
H -1.9583 -5.9089 -3.0716
H 4.2380 -1.0177 -2.2134
Cl 1.1258 1.3524 0.7763
C -0.0361 -8.9568 -2.5827
C 5.4276 1.7487 0.2926
H 3.6287 -9.2286 -0.2569
O -3.5377 -5.9621 2.4523
C 4.7505 -2.4097 -0.6211
O 0.6154 -5.2230 0.8952
H -2.7555 -7.3379 4.6392
H -1.6664 -1.8965 1.5759
C -1.8832 -5.6714 5.6752
H -2.4799 -7.3780 -2.2712
Br 0.7734 6.0978 2.4508
H -2.8692 -6.0885 -0.1528
H -5.4867 4.4378 5.9859
C -6.1610 3.6605 5.6217
C 5.3845 4.0256 -7.0201
H 4.6889 1.2127 0.9295
O -0.8593 -6.1165 -0.5651
O -5.3509 6.5263 -1.5347
C 3.6628 5.0139 -5.9834
P 0.6130 3.8156 2.5669
H 2.4762 -7.8901 -2.7851
C -1.2205 3.1596 -1.1378
C 4.3719 -1.6559 0.7104
C -2.5939 -6.2937 -2.2711
N -2.0404 -0.3933 2.9955
O 4.9652 4.4456 -5.7967
O -1.1825 -8.8456 -2.8791
H 2.8099 5.5730 0.5361
H 5.9608 3.7980 0.8736
H -5.2829 8.5714 -1.6715
H 6.4657 1.5444 0.6447
H 1.4691 -1.5721 2.4674
H -3.9019 -0.2270 -1.3607
C 2.8224 4.5560 0.0796
H 3.8252 -2.9293 -0.9609
C 6.0728 -0.2076 -1.2664
H -1.8013 -4.5863 5.5895
H -4.4867 1.2174 6.2727
H -3.2355 8.6811 -3.0478
C 0.6556 3.1296 0.7743
H -2.7552 -0.9913 3.4026
H 3.3189 2.6937 1.2981
H 3.3416 5.3463 -3.8888
C 3.2717 -2.4678 1.4912
H 2.9951 -9.5495 -3.1661
C -2.3177 -5.8052 3.1842
C -2.9206 -0.3908 -0.8507
O -3.4063 1.5613 4.5216
C -3.6929 2.3498 3.4468
H 5.5523 -3.1680 -0.4532
H 5.6804 1.8678 -1.8979
C -5.4060 2.5917 4.8656
C -4.5835 7.7289 -1.6613
H 2.9419 -0.4971 2.4229
H -1.3407 3.9997 0.9107
C 3.1572 4.2153 -7.1504
H -3.6323 -6.0485 -2.5017
C -5.5284 6.3173 -0.2016
H 2.6328 3.8543 -4.4738
H 4.0109 4.2229 1.8745
H 2.5251 -2.8852 0.7834
*
```

Löwdin population analysis, charges in e, atoms 1 to 4:
1. H 0.12
2. H 0.11
3. O 0.09
4. C -0.34